No. 1
Formula: C20H27BrNO2PTi
Source: the Open Molecules 2025 dataset
Level of theory: ωB97M-V/def2-TZVPD

Structure (XYZ):
```
53
Properties=species:S:1:pos:R:3
C 0.28 3.29 -3.54
C -0.97 2.76 -3.22
C -1.07 1.66 -2.35
C 0.10 1.14 -1.83
C 1.36 1.65 -2.15
C 1.44 2.76 -2.99
C -2.41 1.10 -1.96
C -2.55 -0.44 -1.76
N -2.57 -1.15 -3.00
Ti -0.38 -0.41 -0.50
C 2.57 1.00 -1.57
P 2.06 -0.69 -0.98
H -1.89 3.18 -3.65
H 2.42 3.18 -3.20
H 0.35 4.14 -4.22
H 2.96 1.53 -0.68
H 3.39 0.87 -2.30
H -2.78 1.59 -1.03
H -3.13 1.37 -2.75
H -1.91 -1.12 -1.04
C 3.46 -1.14 0.07
C 2.32 -1.67 -2.49
H -3.56 -0.57 -1.33
C -1.65 -0.95 -4.08
C -3.23 -2.42 -3.00
H 0.40 -1.95 0.00
H -2.08 -1.48 -4.94
H -1.54 0.11 -4.33
H -0.64 -1.36 -3.92
H -3.48 -2.67 -4.04
H -2.62 -3.25 -2.59
H -4.14 -2.35 -2.39
H 3.39 -1.63 -2.75
H 2.02 -2.70 -2.29
H 1.72 -1.27 -3.32
H 4.40 -1.04 -0.50
H 3.49 -0.47 0.94
H 3.34 -2.17 0.42
H -0.34 -2.18 -0.50
Br -0.20 3.66 2.39
C -0.46 2.27 3.65
C 0.10 2.30 4.94
C -0.14 1.24 5.83
C -1.01 0.21 5.47
C -1.59 0.18 4.20
C -1.26 1.18 3.28
C -1.67 1.07 1.84
O -2.71 1.54 1.42
O -0.78 0.39 1.12
H 0.74 3.13 5.22
H 0.35 1.23 6.81
H -1.23 -0.59 6.18
H -2.31 -0.57 3.91
```

- Total charge: +2
- Lowest unoccupied orbital energy (alpha / beta): -0.350 / -0.350 hartree
- Total energy: -4747.68969 a.u.
- Strongest force on any atom: 0.1141 hartree/bohr
- Orbital gap (alpha / beta): 4.3 / 4.3 eV

No. 2
Formula: C2H7NS2
Source: the Open Molecules 2025 dataset
Level of theory: ωB97M-V/def2-TZVPD

Structure (XYZ):
```
12
Properties=species:S:1:pos:R:3
S 2.10 -1.03 -2.05
S 0.67 -2.35 -1.28
H 2.00 -0.08 -1.14
H 0.37 -1.79 -0.12
C 0.16 0.34 1.35
C -0.53 1.15 0.55
N -1.65 0.79 -0.23
H -0.09 -0.67 1.62
H 1.03 0.80 1.82
H -0.28 2.20 0.41
H -2.30 0.18 0.23
H -1.50 0.48 -1.17
```

- Total charge: -1
- Lowest unoccupied orbital energy (alpha / beta): 0.117 / 0.129 hartree
- Spin multiplicity: 2
- Total energy: -931.43607 a.u.
- Strongest force on any atom: 0.0304 hartree/bohr
- Orbital gap (alpha / beta): 2.2 / 7.8 eV

No. 3
Formula: C5H9O4P
Source: the Open Molecules 2025 dataset
Level of theory: ωB97M-V/def2-TZVPD

Structure (XYZ):
```
19
Properties=species:S:1:pos:R:3
C 1.94 -1.50 0.14
C 0.84 -0.91 -0.15
C -0.19 0.98 1.24
C 0.38 1.63 -1.19
C 0.74 0.71 0.04
O -2.58 -2.67 -0.90
O -2.24 -1.33 1.20
O -2.43 -0.10 -1.05
O -0.25 -1.55 -0.66
P -2.12 -1.38 -0.29
H 2.00 -2.57 0.18
H 2.70 -0.87 0.53
H 0.10 0.38 2.11
H -1.14 0.64 1.02
H -0.31 2.13 1.49
H -0.52 1.05 -1.51
H 1.23 1.66 -1.95
H 0.13 2.56 -0.65
H 1.72 1.12 0.42
```

- Total charge: -2
- Lowest unoccupied orbital energy: 0.238 hartree
- Total energy: -838.27294 a.u.
- Strongest force on any atom: 0.1216 hartree/bohr
- Structure (SMILES): C=C(OP(=O)([O-])[O-])C(C)C
- Orbital gap: 6.3 eV

No. 4
Formula: C5H4O2
Source: the Open Molecules 2025 dataset
Level of theory: ωB97M-V/def2-TZVPD

Structure (XYZ):
```
11
Properties=species:S:1:pos:R:3
O -1.22 -1.81 1.23
C -0.68 -0.90 0.67
O -1.14 0.41 0.84
C -0.56 1.46 0.22
C 0.51 1.38 -0.61
C 1.08 0.08 -0.87
C 0.44 -0.84 -0.22
H -1.07 2.38 0.49
H 0.90 2.29 -1.05
H 1.10 -2.19 -0.04
H 0.61 -2.28 -0.66
```

- Lowest unoccupied orbital energy: 0.006 hartree
- Total energy: -343.20488 a.u.
- Strongest force on any atom: 0.0129 hartree/bohr
- Orbital gap: 9.4 eV

No. 5
Formula: C4H5NO
Source: the Open Molecules 2025 dataset
Level of theory: ωB97M-V/def2-TZVPD

Structure (XYZ):
```
11
Properties=species:S:1:pos:R:3
C -0.60 -0.33 1.41
C -0.61 -0.69 -0.05
C 0.77 1.72 -1.32
O 1.28 0.50 -1.49
C 0.52 -0.45 -0.87
N 0.50 -1.66 -0.62
H -1.06 -1.11 2.03
H 0.42 -0.16 1.76
H -1.16 0.61 1.55
H -1.58 -0.78 -0.53
H 1.51 2.34 -1.87
```

- Lowest unoccupied orbital energy: -0.010 hartree
- Total energy: -285.21928 a.u.
- Strongest force on any atom: 0.0118 hartree/bohr
- Orbital gap: 9.5 eV

No. 6
Formula: C20H27N6NiO
Source: the Open Molecules 2025 dataset
Level of theory: ωB97M-V/def2-TZVPD

Structure (XYZ):
```
55
Properties=species:S:1:pos:R:3
Ni 0.11 -0.26 0.42
C 2.31 -1.38 -0.80
N 2.02 -0.70 0.48
C 2.88 0.49 0.64
C 2.20 -1.63 1.61
C 3.41 -2.25 1.87
C 3.50 -3.16 2.91
C 2.37 -3.45 3.66
C 1.16 -2.83 3.41
C 1.06 -1.88 2.38
N -0.05 -1.16 2.00
C -1.29 -1.06 2.58
C -1.63 -1.26 3.92
C -2.92 -1.00 4.36
C -3.89 -0.54 3.50
C -3.58 -0.34 2.16
C -2.30 -0.60 1.72
N -1.87 -0.47 0.32
C -2.00 -1.81 -0.33
C -2.66 0.50 -0.46
H 3.37 -1.65 -0.86
H 1.71 -2.29 -0.87
H 2.07 -0.71 -1.62
H 3.94 0.19 0.64
H 2.71 1.17 -0.19
H 2.65 0.98 1.58
H 4.28 -2.04 1.26
H 4.44 -3.65 3.12
H 2.43 -4.18 4.46
H 0.29 -3.09 4.00
H -0.87 -1.57 4.63
H -3.16 -1.15 5.41
H -4.89 -0.34 3.86
H -4.34 0.02 1.48
H -3.06 -2.09 -0.36
H -1.61 -1.76 -1.34
H -1.45 -2.54 0.25
H -3.68 0.15 -0.60
H -2.68 1.46 0.06
H -2.20 0.62 -1.44
C -0.42 5.75 -1.59
N -0.25 4.41 -1.08
C 0.11 3.26 -1.89
C 0.05 2.16 -0.85
O 0.31 0.97 -1.12
N -0.31 2.65 0.33
C -0.50 3.97 0.15
N -0.91 4.74 1.15
H 0.25 5.90 -2.43
H -0.15 6.48 -0.82
H -1.45 5.93 -1.92
H 1.11 3.35 -2.32
H -0.60 3.08 -2.70
H -1.08 4.30 2.04
H -1.11 5.72 1.04
```

- Total charge: +1
- Lowest unoccupied orbital energy (alpha / beta): -0.082 / -0.082 hartree
- Total energy: -2690.26171 a.u.
- Strongest force on any atom: 0.0083 hartree/bohr
- Orbital gap (alpha / beta): 7.2 / 7.2 eV

No. 7
Formula: C17H21MoNO2SeSi
Source: the Open Molecules 2025 dataset
Level of theory: ωB97M-V/def2-TZVPD

Structure (XYZ):
```
44
Properties=species:S:1:pos:R:3
Mo -0.79 0.31 -1.12
C 3.15 -1.44 -2.33
Si 2.07 0.03 -2.35
C 0.56 -0.24 -3.46
C 2.84 1.65 -2.69
N 1.09 0.20 -0.84
C 1.62 0.36 0.46
C 2.96 0.39 0.80
C 3.32 0.53 2.13
C 2.35 0.63 3.12
C 0.99 0.58 2.81
C 0.69 0.43 1.48
O -0.65 0.33 0.97
C -1.71 0.16 1.95
C -1.91 -1.09 2.48
C -2.92 -1.22 3.42
C -3.68 -0.11 3.79
C -3.44 1.13 3.22
C -2.43 1.29 2.27
H 3.66 -1.52 -3.29
H 2.57 -2.35 -2.17
H 3.92 -1.38 -1.56
H 0.53 0.42 -4.32
H -0.42 0.03 -2.97
H 0.41 -1.28 -3.77
H 3.25 1.68 -3.71
H 3.67 1.87 -2.01
H 2.10 2.45 -2.60
H 3.73 0.34 0.03
H 4.37 0.57 2.40
H 2.65 0.74 4.15
H 0.23 0.64 3.57
H -1.29 -1.93 2.19
H -3.11 -2.18 3.87
H -4.46 -0.22 4.53
H -4.03 1.99 3.52
H -2.21 2.25 1.83
C -3.18 -1.65 -2.75
C -2.43 -0.80 -1.82
O -2.66 -0.48 -0.67
H -4.15 -1.17 -2.92
H -3.36 -2.60 -2.25
H -2.66 -1.78 -3.69
Se -1.24 2.42 -1.65
```

- Total charge: +2
- Lowest unoccupied orbital energy (alpha / beta): -0.336 / -0.336 hartree
- Total energy: -3624.18577 a.u.
- Strongest force on any atom: 0.0288 hartree/bohr
- Orbital gap (alpha / beta): 5.7 / 5.7 eV

No. 8
Formula: C2H4F2Si
Source: the Open Molecules 2025 dataset
Level of theory: ωB97M-V/def2-TZVPD

Structure (XYZ):
```
9
Properties=species:S:1:pos:R:3
C 1.45 -0.31 0.63
C 0.93 -1.50 0.44
F 1.49 0.21 1.88
F 0.74 -1.90 -0.79
Si -1.33 0.80 -1.28
H 1.75 0.22 -0.27
H -0.33 1.58 -1.99
H 0.61 -2.26 1.20
H -2.36 1.64 -2.18
```

- Lowest unoccupied orbital energy: -0.040 hartree
- Total energy: -567.67097 a.u.
- Strongest force on any atom: 0.0387 hartree/bohr
- Orbital gap: 7.9 eV

No. 9
Formula: C6H11NO
Source: the Open Molecules 2025 dataset
Level of theory: ωB97M-V/def2-TZVPD

Structure (XYZ):
```
19
Properties=species:S:1:pos:R:3
C -0.01 1.96 -2.16
C -0.67 -1.19 2.24
C -0.29 -1.33 -0.24
C 0.04 0.92 -1.08
N 0.92 -1.94 -0.19
C -0.84 -0.66 0.84
C 0.39 1.18 0.24
O -0.39 -0.26 -1.44
H 1.28 -2.38 -1.02
H 1.65 -1.62 0.44
H -1.76 -0.12 0.66
H 0.82 1.81 -2.85
H 0.07 2.97 -1.74
H -0.94 1.88 -2.73
H 0.46 2.22 0.53
H 1.16 0.60 0.73
H -1.16 -0.54 2.96
H -1.12 -2.18 2.32
H 0.38 -1.30 2.51
```

- Lowest unoccupied orbital energy (alpha / beta): 0.032 / 0.032 hartree
- Total energy: -365.07750 a.u.
- Strongest force on any atom: 0.0660 hartree/bohr
- Structure (SMILES): C=C(C)O/C(N)=C/C
- Orbital gap (alpha / beta): 8.0 / 8.0 eV

No. 10
Formula: C5H6FN5
Source: the Open Molecules 2025 dataset
Level of theory: ωB97M-V/def2-TZVPD

Structure (XYZ):
```
17
Properties=species:S:1:pos:R:3
C 1.06 0.78 0.18
C 2.82 -0.49 0.04
C -0.39 0.80 0.13
C -0.79 -0.44 -0.07
C -2.18 -0.95 -0.31
N 2.12 1.51 0.26
N 3.20 0.76 0.11
N 1.42 -0.50 -0.09
N 0.36 -1.37 -0.24
N -1.12 1.95 0.36
F 3.55 -1.53 -0.15
H -2.14 -2.01 -0.11
H -2.65 -0.76 -1.26
H -2.67 -0.30 0.48
H 0.20 -2.21 0.38
H -0.70 2.77 0.15
H -2.09 1.99 0.15
```

- Lowest unoccupied orbital energy: 0.020 hartree
- Total energy: -567.68155 a.u.
- Strongest force on any atom: 0.0624 hartree/bohr
- Structure (SMILES): Cc1[nH]n2c(F)nnc2c1N
- Orbital gap: 8.7 eV

No. 11
Formula: C11H18
Source: the Open Molecules 2025 dataset
Level of theory: ωB97M-V/def2-TZVPD

Structure (XYZ):
```
29
Properties=species:S:1:pos:R:3
C -0.60 2.30 -0.18
C -1.33 1.40 0.86
C -0.02 1.58 -1.36
C 1.35 1.58 -1.62
C -0.89 1.03 -2.30
C 1.83 1.03 -2.81
C -0.41 0.35 -3.41
C 0.95 0.45 -3.70
H -1.26 3.10 -0.51
H 0.16 2.85 0.37
H -2.34 1.76 1.05
H 1.97 1.93 -0.81
H -1.96 1.04 -2.11
H 2.86 1.20 -3.07
H -1.07 -0.22 -4.04
H 1.35 0.01 -4.61
H -0.77 1.34 1.78
H -1.33 0.38 0.48
C -0.46 -2.17 2.10
C -0.12 -2.15 3.62
C 0.82 -2.03 1.28
H -1.00 -3.09 1.91
H -1.11 -1.32 1.94
H -0.75 -1.42 4.15
H 1.34 -2.99 1.22
H 0.90 -1.84 3.81
H -0.23 -3.15 4.04
H 0.65 -1.74 0.25
H 1.49 -1.25 1.66
```

- Lowest unoccupied orbital energy: 0.036 hartree
- Total energy: -429.91552 a.u.
- Strongest force on any atom: 0.0313 hartree/bohr
- Structure (SMILES): CCc1ccccc1.CCC
- Orbital gap: 10.0 eV

No. 12
Formula: C4H7NO
Source: the Open Molecules 2025 dataset
Level of theory: ωB97M-V/def2-TZVPD

Structure (XYZ):
```
13
Properties=species:S:1:pos:R:3
C -0.80 1.38 -0.81
N 0.33 0.51 -0.46
C 0.26 -0.77 -0.99
C 0.28 0.02 0.81
C 1.00 -1.02 1.57
O 0.81 -1.10 2.77
H -0.79 1.55 -1.88
H -0.77 2.32 -0.26
H -1.74 0.85 -0.56
H -0.60 -1.40 -0.90
H 0.96 -1.00 -1.78
H -0.44 0.50 1.47
H 1.50 -1.84 1.03
```

- Lowest unoccupied orbital energy (alpha / beta): -0.010 / -0.017 hartree
- Total energy: -286.44923 a.u.
- Strongest force on any atom: 0.0282 hartree/bohr
- Orbital gap (alpha / beta): 7.9 / 8.2 eV

No. 13
Formula: C5H9NO2
Source: the Open Molecules 2025 dataset
Level of theory: ωB97M-V/def2-TZVPD

Structure (XYZ):
```
17
Properties=species:S:1:pos:R:3
C -1.73 2.03 -0.47
C -0.98 0.81 0.02
C 0.19 -1.12 -0.17
C -0.14 -2.40 -0.27
C 1.61 -1.32 0.29
H -3.03 2.01 -0.86
H -1.30 2.94 0.49
H -0.98 2.23 -1.43
H -1.61 -0.10 0.56
H -0.23 1.09 0.95
H 0.40 -3.10 0.45
H -1.12 -2.89 -0.82
H 1.94 -2.25 0.84
H 2.56 1.71 0.55
N 2.64 -0.45 0.47
O -0.33 -0.15 -0.81
O 2.10 0.97 0.20
```

- Lowest unoccupied orbital energy: 0.025 hartree
- Total energy: -400.83292 a.u.
- Strongest force on any atom: 0.1460 hartree/bohr
- Orbital gap: 9.7 eV

No. 14
Formula: C36H28BF2NiOP2S
Source: the Open Molecules 2025 dataset
Level of theory: ωB97M-V/def2-TZVPD

Structure (XYZ):
```
72
Properties=species:S:1:pos:R:3
Ni 0.34 -1.06 1.24
O -3.08 -1.86 1.74
S -2.13 -1.23 0.83
C -2.31 -1.93 -0.80
C -3.55 -2.38 -1.15
C -3.71 -2.92 -2.40
C -2.65 -2.99 -3.29
C -1.40 -2.48 -2.94
C -1.21 -2.00 -1.66
P 0.46 -1.52 -1.04
C 1.11 -0.39 -2.27
C 0.24 0.41 -3.01
C 0.74 1.25 -3.98
C 2.11 1.29 -4.22
C 2.97 0.53 -3.47
C 2.48 -0.32 -2.46
C 1.44 -3.05 -1.10
C 1.53 -3.81 0.05
C 2.18 -5.03 0.02
C 2.79 -5.48 -1.14
C 2.68 -4.73 -2.29
C 2.04 -3.50 -2.27
C -2.62 0.50 0.64
C -3.96 0.70 0.37
C -4.44 2.00 0.33
C -3.59 3.07 0.62
C -2.27 2.87 0.93
C -1.77 1.55 0.96
P -0.13 1.18 1.62
C 1.00 2.23 0.69
C 2.25 2.50 1.25
C 3.13 3.31 0.57
C 2.80 3.82 -0.68
C 1.57 3.51 -1.24
C 0.68 2.69 -0.57
C -0.18 1.79 3.34
C -0.42 0.87 4.35
C -0.47 1.29 5.69
C -0.28 2.63 6.01
C -0.08 3.55 4.98
C -0.01 3.15 3.66
H -4.37 -2.40 -0.43
H -4.69 -3.30 -2.66
H -2.79 -3.38 -4.28
H -0.59 -2.47 -3.67
H -0.83 0.32 -2.81
H 0.06 1.83 -4.60
H 2.53 1.90 -5.01
H 4.03 0.54 -3.64
H 3.17 -0.93 -1.90
H 1.00 -3.52 0.95
H 2.18 -5.63 0.92
H 3.29 -6.44 -1.18
H 3.10 -5.07 -3.23
H 1.97 -2.91 -3.17
H -4.62 -0.15 0.23
H -5.46 2.19 0.04
H -4.05 4.08 0.57
H -1.60 3.69 1.20
H 2.50 2.12 2.24
H 4.06 3.58 1.06
H 3.47 4.50 -1.19
H 1.26 3.95 -2.20
H -0.29 2.45 -0.99
H -0.59 -0.16 4.11
H -0.66 0.53 6.45
H -0.30 2.94 7.05
H 0.00 4.61 5.19
H 0.21 3.87 2.89
F 2.28 -1.67 3.33
B 0.99 -2.03 3.04
F 0.46 -3.03 3.81
```

- Total charge: +1
- Lowest unoccupied orbital energy (alpha / beta): -0.103 / -0.146 hartree
- Spin multiplicity: 3
- Total energy: -4277.53561 a.u.
- Strongest force on any atom: 0.0323 hartree/bohr
- Orbital gap (alpha / beta): 8.2 / 7.3 eV

No. 15
Formula: C4H9NO2S
Source: the Open Molecules 2025 dataset
Level of theory: ωB97M-V/def2-TZVPD

Structure (XYZ):
```
17
Properties=species:S:1:pos:R:3
C 0.29 -0.76 1.77
C -0.30 0.00 0.50
C 0.54 1.27 0.06
S 1.60 2.33 1.35
N -0.31 -0.84 -0.66
C -1.24 -0.74 -1.65
O -0.94 -1.41 -2.78
O -2.11 0.15 -1.76
H -0.52 -0.92 2.45
H 0.80 -1.58 1.33
H 1.17 -0.23 2.31
H -1.45 0.23 0.77
H -0.16 2.16 -0.22
H 1.17 1.15 -0.76
H 2.53 1.37 1.33
H 0.52 -1.37 -0.57
H -1.59 -0.80 -3.45
```

- Lowest unoccupied orbital energy: 0.020 hartree
- Total energy: -761.18748 a.u.
- Strongest force on any atom: 0.0965 hartree/bohr
- Structure (SMILES): C[C@@H](CS)NC(=O)O
- Orbital gap: 9.8 eV